Density functional theory data (the ωB97M-V functional and the def2-TZVPD basis) for a cluster of 2 separate species, C5H14 in total at a distorted geometry.

XYZ file:
```
19
Properties=species:S:1:pos:R:3
C 1.15794 1.20058 -0.35504
C -1.98265 -2.68258 0.67388
C 1.42097 1.81036 -1.76418
C -0.53853 -2.17256 0.89420
C 0.20797 2.17241 0.39050
H 0.78577 3.04437 0.69488
H -0.36133 -1.72690 1.87384
H -0.29083 -1.42218 0.14721
H 0.88204 0.15668 -0.26709
H -2.39963 -3.21351 1.53123
H 1.28707 1.00395 -2.48862
H -1.87350 -3.52474 -0.01332
H -2.62056 -1.87882 0.33245
H 0.15081 -2.99140 0.72143
H 2.06564 1.18958 0.26418
H -0.68048 2.42042 -0.18587
H 0.60839 2.49863 -1.98784
H -0.15871 1.72893 1.32442
H 2.33961 2.38677 -1.78626
```

Its SMILES is CCC.CC. As for the net charge: 0. The value obtained for the energy relative to the best compared isomer or geometry (same formula, charge and spin) is 14.4 kcal per mole.



Density functional theory data (the ωB97M-V functional and the def2-TZVPD basis) for a structure of composition C37H38CdO3P3S4.

XYZ file:
```
86
Properties=species:S:1:pos:R:3
Cd 0.09669 -0.19936 -0.17225
S -0.61842 2.68994 2.04815
S 0.65212 -3.63788 -1.51017
S 0.88714 -0.45959 -2.65296
S 2.79791 -1.41887 1.27834
P 1.45090 -0.79766 2.59306
P -1.10232 0.81382 2.48171
P -0.01847 -2.26003 -2.69075
O -0.02130 -2.76716 -4.22845
O -1.71070 0.83548 -1.06044
O -1.59738 -1.99822 -2.54030
C -5.40274 -0.11821 1.02978
C 0.34852 -1.37970 -6.17115
C -5.58277 3.17827 -3.24353
C -3.07650 2.44222 -2.08108
C 2.43335 -3.57352 5.49132
C -0.69180 3.00985 -1.46672
C -0.65287 1.57624 5.16477
C -4.57207 4.13183 -3.04544
C -3.35556 3.78872 -2.48663
C -5.32752 1.85083 -2.84942
C 0.04751 -3.31546 5.57370
C 2.40022 0.65333 4.87332
C -2.78883 0.43434 1.84863
C -0.14283 -0.54177 1.95802
C -0.67860 -2.01004 -5.25144
C -3.65655 1.46663 1.51355
C -1.43023 0.77939 4.32408
C -3.02103 -3.58372 -1.34292
C 3.24247 2.80993 3.34458
C -0.84726 1.57676 6.54199
C -4.53957 -1.15634 1.35865
C -4.95738 1.19436 1.10184
C 3.01255 1.74660 5.48662
C -4.12647 1.48785 -2.28315
C 2.21186 0.62404 3.49459
C -2.39187 -2.20639 -1.36091
C -2.43926 0.01380 4.90584
C 0.11616 -2.38846 4.53238
C -3.23471 -0.88029 1.76055
C -1.84345 2.03685 -1.51652
C -2.64896 0.02199 6.28380
C 2.49513 -2.64607 4.45820
C 3.43032 2.82782 4.72441
C 1.20626 -3.90811 6.05637
C -1.84808 0.79785 7.10823
C 1.33861 -2.03263 3.97373
C 2.64440 1.71617 2.73830
H -3.14846 -1.43056 -1.38289
H 3.55524 3.65662 2.74252
H -1.30853 -2.71095 -5.79902
H -2.60816 4.56065 -2.32952
H 2.50402 1.69921 1.66736
H -5.60897 2.00706 0.80438
H -3.28818 2.48608 1.55001
H -0.57900 3.54370 -2.41581
H 3.34151 -4.04362 5.85207
H -1.32348 -1.25037 -4.81322
H 1.15572 -4.63592 6.85961
H -2.01175 0.80476 8.18094
H 3.44481 -2.39324 4.00173
H -0.82293 3.74307 -0.66413
H 0.09501 2.22052 4.72268
H -6.41231 -0.33312 0.69494
H -2.26291 -4.35286 -1.21549
H 2.05786 -0.17326 5.48193
H -3.07723 -0.59934 4.28275
H -1.80700 -2.05061 -0.45850
H 1.03633 -2.14096 -6.55049
H 0.92740 -0.62733 -5.63126
H -0.21811 2.19764 7.17140
H -0.91570 -3.57477 6.00021
H -0.15242 -0.90043 -7.01868
H 3.15090 1.75300 6.56313
H 3.89687 3.68368 5.20118
H -6.53030 3.45584 -3.68885
H -3.55301 -3.76591 -2.28252
H -0.78410 -1.94401 4.13205
H -6.09650 1.09601 -2.99046
H -4.87593 -2.18400 1.28853
H -4.75073 5.16554 -3.32775
H -3.44366 -0.58187 6.70861
H -2.54305 -1.68424 1.98602
H -3.73636 -3.64140 -0.51537
H 0.23314 2.47662 -1.26706
H -3.94421 0.46678 -1.97462
```

As for the net charge: -2. Its spin multiplicity is 2. The value obtained for the energy relative to the best compared isomer or geometry (same formula, charge and spin) is 9.0 kcal per mole.



Density functional theory data (the ωB97M-V functional and the def2-TZVPD basis) for an isolated molecule of C5H7NOS at a distorted geometry.

XYZ file:
```
15
Properties=species:S:1:pos:R:3
S 1.17598 2.47894 -0.64373
O -1.49246 0.65872 -2.64941
N -0.57762 -0.82376 -1.08532
C 0.39294 -2.00220 0.74684
C -0.31970 1.66008 -0.11305
C -0.12739 -0.77358 0.11512
C -0.12612 0.54299 0.86153
C -0.97014 0.31147 -1.65774
H -0.95782 0.49330 1.56928
H -1.11093 2.37277 0.04660
H -0.27663 -2.83888 0.56225
H 0.79796 0.60741 1.44246
H 1.34878 -2.24695 0.28293
H 0.54543 -1.87275 1.81227
H 1.69772 1.43246 -1.29002
```

As for the net charge: 0. The value obtained for the energy relative to the best compared isomer or geometry (same formula, charge and spin) is 47.5 kcal per mole.



Density functional theory data (the ωB97M-V functional and the def2-TZVPD basis) for a cluster of 2 separate species, C4H13NOS2 in total at a distorted geometry.

XYZ file:
```
21
Properties=species:S:1:pos:R:3
S 1.01771 3.80906 1.30118
S 1.32562 2.27052 0.17444
O 1.08065 -0.33752 3.24142
N -0.66664 -1.20787 -0.34147
C 0.25845 0.83803 0.48512
C -1.63827 -1.80846 -1.25554
C -0.34315 0.16683 -0.81792
C 0.56498 0.12387 -2.01070
H 0.42448 -0.08761 3.88540
H 0.07070 -1.89213 -0.22750
H -1.25488 -2.27215 -2.19311
H -1.29893 0.67358 -0.95633
H 0.15560 0.75427 -2.80040
H -2.47251 -1.16955 -1.51050
H -0.60199 1.07942 1.12880
H 0.50871 -0.86828 -2.49034
H -1.97601 -2.74563 -0.81247
H 0.80039 0.14676 1.14452
H 1.18945 -1.29940 3.19996
H 1.28063 3.41571 2.55486
H 1.57502 0.41054 -1.69943
```

As for the net charge: +1. Its spin multiplicity is 2. The value obtained for the energy relative to the best compared isomer or geometry (same formula, charge and spin) is 21.9 kcal per mole.



Density functional theory data (the ωB97M-V functional and the def2-TZVPD basis) for a cluster of 5 separate species, C26H59NO5 in total.

XYZ file:
```
91
Properties=species:S:1:pos:R:3
O 3.56476 2.42495 4.35919
O -0.94522 -0.78743 -0.59753
O -3.83740 -8.45693 -4.15893
O -2.09641 -5.11917 -1.08765
O -1.39102 6.62985 2.43246
N -3.04015 6.11949 0.86801
C 5.54732 3.49669 5.23622
C 5.87429 3.93309 0.75606
C 0.90570 1.84680 0.80391
C 4.53418 4.42453 0.21925
C -3.51386 -5.16676 -1.27042
C 6.70589 5.05131 1.38946
C 2.23530 1.24791 0.34175
C -1.18041 4.56467 1.16420
C -2.02015 4.18242 -0.06701
C -4.41685 -8.37995 -5.46212
C 3.56539 3.33141 -0.25731
C 0.20898 3.19424 2.88180
C -4.13771 -6.24853 -0.40407
C 4.01388 2.14957 6.72844
C -3.85714 -5.34967 -2.73882
C 3.45021 2.11317 0.66329
C 4.60086 2.31056 5.33762
C -3.36605 4.78932 0.31650
C -3.40940 -8.78392 -6.52569
C -1.81659 5.89188 1.58990
C 0.75657 1.87547 2.34161
C -1.50680 -0.73827 -1.90806
C -1.18433 3.53734 2.31422
C -2.79507 -1.54085 -1.96650
C -5.68982 -9.20663 -5.53550
C -0.49829 -1.21174 -2.94244
H 2.20267 1.08258 -0.74016
H 4.73288 5.08991 -0.62735
H 2.34268 0.26611 0.81242
H 6.38811 3.41492 5.92584
H -2.84966 6.76967 0.10904
H -3.12025 -9.83061 -6.39418
H -1.62755 4.72285 -0.93484
H 3.44199 3.04031 7.00394
H 5.92721 3.57145 4.21784
H 1.72413 1.66766 2.80187
H 3.43387 2.44772 1.70486
H 3.85702 2.99477 -1.25785
H -3.40629 -4.55562 -3.33651
H 7.14152 5.70574 0.63452
H -3.50638 -1.18235 -1.22161
H -0.90096 -1.12723 -3.95305
H 0.09207 1.06195 2.64795
H 6.09463 5.64735 2.06987
H 0.90953 3.99562 2.62689
H -2.57955 -2.59106 -1.75154
H 3.34300 1.29146 6.76454
H 3.06069 3.22304 4.55966
H -0.73702 -1.70816 -0.39862
H -3.25942 -1.48005 -2.95222
H -1.81086 3.91054 3.12615
H -0.24485 -2.26069 -2.76500
H -3.82854 -8.67312 -7.52653
H 0.78628 2.85096 0.38759
H -6.39573 -8.89239 -4.76704
H 7.52199 4.62687 1.97745
H -2.51045 -8.17204 -6.45446
H -3.86211 -4.18955 -0.92964
H 0.10482 1.23274 0.38842
H -4.14197 4.81464 -0.44556
H 0.14391 3.13803 3.97027
H 5.13455 1.39868 5.06231
H -5.46288 -10.26485 -5.37702
H 4.04292 5.04049 0.97997
H -4.93704 -5.33316 -2.89613
H -3.77620 4.20056 1.14395
H -2.02945 3.11961 -0.30471
H -5.22442 -6.24722 -0.49769
H -3.47695 -6.30877 -3.09883
H -1.73508 -5.96158 -1.38585
H -4.66522 -7.32323 -5.58299
H -6.16777 -9.10669 -6.51078
H -1.65010 2.61330 1.96058
H -0.15359 4.79113 0.87193
H 5.72587 3.13916 1.49006
H -3.59743 -9.37562 -3.99246
H 5.01212 4.42410 5.46192
H -3.87656 -6.09972 0.64374
H 0.41780 -0.62403 -2.88072
H 4.80076 2.01012 7.47108
H 2.57694 3.78609 -0.37310
H 4.36245 1.51717 0.56853
H 6.44920 3.48862 -0.06316
H -1.72388 0.31983 -2.07328
H -3.77412 -7.23283 -0.71219
```

Its SMILES is CCCCCCCCCC[C@H]1CCNC1=O.CC(C)O.CC(C)O.CC(C)O.CC(C)O. As for the electronic energy: -1456.9962 hartree. As for the net charge: 0.



Density functional theory data (the ωB97M-V functional and the def2-TZVPD basis) for a cluster of 11 separate species, C7H36N14O11 in total at a distorted geometry.

XYZ file:
```
68
Properties=species:S:1:pos:R:3
O -1.38433 -3.22348 4.44405
O -4.64743 1.69754 -0.11175
O 2.87498 -0.32806 0.71041
O 2.58519 -2.88964 -4.16749
O 0.83366 5.09926 -0.98227
O 0.85434 -3.67834 0.09828
O -4.71680 -1.57591 3.25682
O 4.02478 1.43877 -2.99593
O -1.69186 1.34900 -0.39218
O -3.20845 -2.11308 -1.04367
O -1.07087 -2.69410 -2.52530
N 2.84260 2.85495 -4.20520
N 2.64098 2.87125 -2.10011
N -0.77874 6.12332 0.16740
N 2.00211 -1.50201 -2.46726
N -3.60445 0.00147 2.30409
N 1.22799 5.85223 0.97759
N 0.48416 1.38885 0.01519
N -0.69272 -0.50686 0.13498
N -0.06578 -3.24008 2.67180
N 3.81686 -2.11433 1.75345
N -2.10261 -3.84346 2.52140
N 3.92244 -1.35527 -3.36860
N 2.79378 -0.76778 2.96983
N -5.71287 0.17607 2.20032
C 3.07045 -1.05652 1.71276
C -4.73014 -0.51293 2.62142
C 3.25974 2.36383 -3.11932
C -0.71326 0.78887 -0.08213
C -1.13984 -3.44300 3.30199
C 2.81786 -1.96157 -3.39945
C 0.43414 5.65343 -0.02801
H 3.89924 -2.56143 2.65535
H 4.70319 -1.65472 -3.93503
H 2.77399 -1.61629 3.51732
H -1.45445 6.01891 -0.57599
H -1.43708 -2.01891 -1.95413
H -1.57026 -1.00683 0.14091
H -1.02111 6.70841 0.95418
H 1.68941 3.16496 -2.26846
H 1.04802 -1.83286 -2.44869
H 1.74399 -3.84111 -0.21516
H 3.74934 -0.44534 -2.96591
H 0.88053 6.22527 1.84948
H -3.75963 -1.35900 -1.25300
H -1.96637 -3.95348 1.52670
H -4.94891 0.87271 -0.49254
H -1.83492 -3.11881 -2.91529
H -3.03879 -3.89690 2.89662
H 4.13304 -2.57166 0.91027
H 2.46343 0.15119 3.22761
H -3.77456 -2.87142 -1.18749
H -3.73395 1.76989 -0.38843
H 0.30306 -3.78819 -0.67649
H 0.63349 -2.75528 3.21594
H 2.27720 3.68802 -4.12506
H -3.67691 0.95143 1.96878
H 2.22366 5.76364 0.83301
H 0.02249 -3.52053 1.70554
H 1.27983 0.82086 0.26896
H 3.01103 2.30391 -5.03470
H 0.47463 2.39839 0.04392
H 2.95561 2.52526 -1.20490
H -5.43511 1.02474 1.72842
H 0.19602 -0.95022 0.31848
H 2.34621 -0.95729 -1.68945
H -6.67841 -0.11945 2.17788
H -2.70288 -0.40031 2.51824
```

Its SMILES is NC(N)=O.NC(N)=O.NC(N)=O.NC(N)=O.NC(N)=O.NC(N)=O.NC(N)=O.O.O.O.O. As for the net charge: 0. The value obtained for the energy relative to the best compared isomer or geometry (same formula, charge and spin) is 108.2 kcal per mole.